Here is an isolated ion of composition C3H2NOS2 and charge -1 from OMol25. Energies are from ωB97M-V/def2-TZVPD.

XYZ file:
```
9
Properties=species:S:1:pos:R:3:nbo_charge:R:1
C 2.6409 -0.7874 0.0860 0.2791
C 2.3104 1.6216 0.0256 0.4118
C -0.3320 0.5404 0.4054 -1.0690
N 2.8903 0.3574 0.2721 -0.5026
O 3.0490 2.5766 0.0472 -0.6030
S 2.7603 -2.3298 -0.1100 -0.0834
S 0.6152 1.8227 -0.2563 0.2503
H -0.2662 -0.3691 -0.2615 0.1583
H 0.1065 0.1139 1.4411 0.1586
```

Values from the calculation:
total charge: -1
orbital gap: 0.2225 hartree
maximum force: 0.062 Eh/bohr
E: -1041.8687 a.u.

Here is C5H11NO2 as an isolated structure from OMol25. Energies are from ωB97M-V/def2-TZVPD.

XYZ file:
```
19
Properties=species:S:1:pos:R:3:nbo_charge:R:1
O 0.3301 2.4697 -0.3282 -1.3533
C -0.6006 -1.0151 2.2082 0.1604
O -0.5382 -1.1724 3.4672 -0.5945
C 0.7062 -0.8738 1.2440 -0.0004
C -0.0374 0.3426 1.6375 -0.4393
C -0.9381 0.4631 -1.8952 -0.5100
C 0.2510 -0.2234 -2.2143 -0.2591
N 0.4836 -1.4653 -0.0107 -0.9724
H -1.4527 -1.4771 1.7083 0.1241
H 1.5706 -1.2639 1.7761 0.1794
H 0.3122 1.0420 2.3742 0.2257
H -0.5434 0.8537 0.8317 0.2646
H -1.8405 0.3384 -2.4977 0.2059
H -0.7721 1.4483 -1.4715 0.3360
H 0.1537 -1.1370 -2.8008 0.2167
H 1.1554 0.3508 -2.0133 0.2771
H -0.4591 -0.4985 -1.1582 0.4072
H 0.8642 3.2694 -0.3059 0.4127
H 1.3552 -1.4514 -0.5514 0.3189
```

Values from the calculation:
total charge: -1
orbital gap (spin up / spin down): 0.2248 / 0.2316 hartree
maximum force: 0.063 Eh/bohr
E: -402.0719 a.u.
2S+1: 2

Here is C4H16F2O4V as an isolated structure from OMol25. Energies are from ωB97M-V/def2-TZVPD.

XYZ file:
```
27
Properties=species:S:1:pos:R:3:nbo_charge:R:1
V 2.7376 0.2381 0.9605 1.5735
F 3.2626 1.6488 -0.3686 -0.7759
F 0.7267 0.6122 0.7294 -0.8123
C -0.6432 3.3451 1.7055 -0.3186
O -0.6221 2.1438 2.3442 -0.2248
H -1.0187 4.1418 2.3425 0.2501
H 0.2844 3.6199 1.1817 0.2868
H -1.3597 3.2497 0.8425 0.3677
H -0.0986 1.4936 1.7938 0.5329
C 1.8742 -0.9039 -1.6678 -0.2662
O 2.7964 -1.1699 -0.6096 -0.7793
H 2.3234 -1.1357 -2.6373 0.2029
H 1.0049 -1.5634 -1.5839 0.1767
H 1.5879 0.1423 -1.6933 0.2379
H 3.1251 -2.0701 -0.7028 0.5178
C -2.1909 0.2592 -1.4086 -0.2527
O -1.5365 1.3932 -0.8590 -0.7289
H -2.7710 0.5924 -2.2676 0.1990
H -1.4624 -0.4809 -1.7466 0.1652
H -2.9187 -0.1627 -0.7083 0.1772
H -0.9383 1.0567 -0.1719 0.4706
C -0.6045 -2.4962 1.0088 -0.2553
O -1.4314 -3.4660 0.3569 -0.7013
H -0.5865 -1.5776 0.4144 0.1556
H -1.0803 -2.2606 1.9584 0.1907
H 0.4226 -2.8445 1.1456 0.1500
H -0.8830 -3.8051 -0.3588 0.4606
```

Values from the calculation:
total charge: +1
orbital gap (spin up / spin down): 0.3170 / 0.1535 hartree
maximum force: 0.068 Eh/bohr
E: -1606.3028 a.u.
2S+1: 5

Here is C56H47N5O2P3SeTeTl as an isolated structure from OMol25. Energies are from ωB97M-V/def2-TZVPD.

XYZ file:
```
116
Properties=species:S:1:pos:R:3:nbo_charge:R:1
Tl 0.0489 1.0691 0.2804 0.6185
O 4.4220 0.9145 0.9600 -0.6283
C 3.5378 1.7634 0.8952 0.6297
N 2.9077 2.1299 -0.2438 -0.6008
C 3.1154 1.3567 -1.4191 0.0818
C 3.6712 1.9556 -2.5385 -0.2051
C 3.9273 1.2156 -3.6824 -0.2709
C 3.6508 -0.1453 -3.6810 -0.2180
C 3.0879 -0.7511 -2.5721 -0.2528
C 2.7484 -0.0079 -1.4347 0.2600
N 1.9521 -0.5056 -0.4176 -0.7749
C 2.0995 -1.7374 0.0502 0.6010
O 2.9978 -2.5638 -0.1652 -0.6947
C 0.9897 -2.1686 0.9974 0.1691
C 1.2019 -3.2591 1.8404 -0.2219
C 0.1518 -3.7532 2.5894 -0.1878
C -1.1012 -3.1647 2.4563 -0.2783
C -1.2112 -2.0602 1.6289 0.0281
N -0.1925 -1.5559 0.9400 -0.4580
C 3.2316 2.5063 2.1808 0.1780
C 4.2985 3.1255 2.8319 -0.2198
C 4.0884 3.7006 4.0684 -0.1848
C 2.8220 3.6318 4.6284 -0.2855
C 1.8336 2.9672 3.9217 0.0452
N 2.0278 2.4043 2.7356 -0.4003
H 3.8840 3.0164 -2.4979 0.2228
H 4.3482 1.6983 -4.5569 0.1901
H 3.8580 -0.7418 -4.5630 0.1937
H 2.8479 -1.8052 -2.5931 0.2301
H 2.1895 -3.6972 1.8742 0.2413
H 0.2963 -4.5929 3.2593 0.1990
H -1.9675 -3.5507 2.9789 0.2028
H -2.1607 -1.5501 1.5048 0.2026
H 5.2680 3.1390 2.3541 0.2250
H 4.8991 4.1828 4.6023 0.1984
H 2.6053 4.0710 5.5941 0.1995
H 0.8344 2.8880 4.3287 0.1803
Te -2.2171 -0.5491 -5.4208 0.4300
C -1.3516 1.2380 -6.1965 -0.1850
C -2.1435 2.3051 -6.6030 -0.2951
C -1.5415 3.4247 -7.1563 0.0280
N -0.2306 3.5442 -7.3470 -0.4476
C 0.5254 2.5213 -6.9486 0.0278
C 0.0215 1.3642 -6.3793 -0.2797
C -1.2987 -0.4100 -3.4637 -1.2788
P -2.0719 0.5704 -2.1672 0.8313
C -2.0423 2.2724 -2.8647 -0.3876
C -3.1201 3.1521 -2.9495 -0.1850
C -2.9305 4.4540 -3.3965 -0.2537
C -1.6638 4.8986 -3.7412 -0.2347
C -0.5753 4.0441 -3.6169 -0.2213
C -0.7651 2.7451 -3.1816 -0.1113
C -3.8924 0.2205 -2.1007 -0.3644
C -4.3635 -0.3771 -0.9318 -0.1328
C -5.6855 -0.7767 -0.8068 -0.2479
C -6.5613 -0.6124 -1.8697 -0.2274
C -6.1089 -0.0236 -3.0423 -0.2206
C -4.7937 0.4043 -3.1518 -0.2046
P -0.8599 -1.9251 -2.6251 0.8917
C 0.2274 -2.8007 -3.8304 -0.3336
C 0.9741 -2.0653 -4.7471 -0.1306
C 1.8775 -2.6827 -5.5978 -0.2333
C 2.0670 -4.0555 -5.5291 -0.2405
C 1.3475 -4.7994 -4.6041 -0.2274
C 0.4370 -4.1790 -3.7621 -0.2058
C -2.2521 -3.1727 -2.7061 -0.3325
C -2.6285 -3.7679 -1.5035 -0.2211
C -3.6070 -4.7523 -1.4606 -0.2140
C -4.2516 -5.1367 -2.6264 -0.2357
C -3.9034 -4.5389 -3.8304 -0.2416
C -2.9057 -3.5768 -3.8684 -0.1433
H -3.2198 2.2660 -6.4886 0.2153
H -2.1410 4.2740 -7.4726 0.1758
H 1.5933 2.6348 -7.1089 0.1837
H 0.6959 0.5689 -6.0916 0.2257
H -4.1138 2.8262 -2.6692 0.2056
H -3.7790 5.1274 -3.4604 0.1953
H -1.5200 5.9146 -4.0901 0.1995
H 0.4230 4.3940 -3.8461 0.2237
H 0.0776 2.0701 -3.0750 0.2401
H -3.6738 -0.5083 -0.1080 0.2169
H -6.0349 -1.2130 0.1225 0.1985
H -7.5925 -0.9357 -1.7839 0.1942
H -6.7866 0.1111 -3.8782 0.1964
H -4.4640 0.8849 -4.0598 0.2278
H 0.8512 -0.9913 -4.7552 0.2175
H 2.4380 -2.0901 -6.3120 0.1979
H 2.7781 -4.5428 -6.1866 0.1927
H 1.5012 -5.8707 -4.5334 0.1941
H -0.1213 -4.7685 -3.0432 0.2093
H -2.1239 -3.4596 -0.5971 0.2237
H -3.8573 -5.2316 -0.5204 0.1961
H -5.0184 -5.9027 -2.6016 0.1936
H -4.3925 -4.8400 -4.7502 0.1973
H -2.6167 -3.1505 -4.8212 0.2046
Se 1.8738 3.7448 -0.3896 -0.3518
C -4.3774 1.3678 3.5995 -0.9280
P -2.9662 1.0479 2.4312 0.8345
C -1.6649 0.6773 3.6927 -0.9339
C -2.5611 2.7948 2.0239 -0.3590
C -2.5170 3.1377 0.6720 -0.1256
C -2.1051 4.4024 0.2781 -0.2164
C -1.7367 5.3344 1.2354 -0.1859
C -1.8153 5.0164 2.5834 -0.2219
C -2.2367 3.7547 2.9767 -0.2136
H -4.0931 2.0564 4.3965 0.2052
H -4.7004 0.4214 4.0377 0.2155
H -5.2047 1.7903 3.0287 0.2286
H -1.7056 1.3559 4.5463 0.2063
H -0.6891 0.7443 3.2102 0.2523
H -1.8062 -0.3477 4.0398 0.2273
H -2.8044 2.4000 -0.0681 0.2193
H -2.0359 4.6383 -0.7769 0.2352
H -1.3771 6.3088 0.9293 0.2061
H -1.5286 5.7476 3.3305 0.1991
H -2.2974 3.5193 4.0341 0.1944
```

Values from the calculation:
total charge: -2
orbital gap: 0.1959 hartree
maximum force: 0.019 Eh/bohr
E: -6452.5165 a.u.